Density functional theory data (ωB97M-V/def2-TZVPD) for a molecular structure, C31H51N11Ti.

Results
LUMO level (spin up / spin down) = -5.52 / -5.52 eV
HOMO level (spin up / spin down) = -0.4237 / -0.4239 hartree
charge = +2
energy relative to the best compared isomer or geometry (same formula, charge and spin) = 38.8 kcal/mol
orbital gap (spin up / spin down) = 6.01 / 6.02 eV

XYZ file:
```
94
C31H51N11Ti (ωB97M-V/def2-TZVPD)
Ti 0.33828 -1.22307 0.50234
C 4.50344 -1.06821 1.72002
C 3.19424 -0.99244 1.00207
N 2.03072 -1.40560 1.53747
C 1.98516 -1.99494 2.87103
C 0.57476 -1.89132 3.45003
N -0.49188 -2.09724 2.43805
C -0.98718 -3.48273 2.34136
C 0.03909 -4.32374 1.61692
N 0.36182 -3.67724 0.33008
C -0.47326 -4.15399 -0.80633
C -1.29624 -2.99575 -1.35961
N -0.36155 -1.88920 -1.41926
C 0.31063 -1.52698 -2.45892
C 0.05874 -1.98519 -3.85931
C 1.50092 -0.76330 -2.12130
C 2.45084 -0.34715 -3.00545
C 3.72876 0.05472 -2.54090
C 4.02818 -0.13377 -1.22372
C 3.03734 -0.58064 -0.31925
N 1.72549 -0.73116 -0.74465
H 4.42365 -0.74579 2.75812
H 5.25073 -0.43973 1.24137
H 4.88707 -2.09127 1.72437
H 2.66066 -1.49619 3.56588
H 2.32336 -3.03417 2.82593
H 0.43368 -0.88737 3.83870
H 0.45702 -2.58923 4.28312
H -1.27561 -1.50236 2.69332
H -1.92559 -3.46264 1.78156
H -1.20233 -3.89789 3.32945
H -0.32427 -5.34424 1.47977
H 0.94848 -4.39113 2.21066
H 1.33029 -3.87432 0.11078
H -1.10893 -4.98553 -0.49986
H 0.18698 -4.51887 -1.59433
H -2.10094 -2.73255 -0.66545
H -1.76102 -3.25081 -2.31205
H 0.27827 -1.19516 -4.57488
H -0.96540 -2.31436 -4.00970
H 0.72099 -2.82285 -4.09004
H 2.26001 -0.38737 -4.06939
H 4.47552 0.39958 -3.24061
H 5.03237 0.03742 -0.86007
C 0.31623 3.86722 3.08153
N -0.19303 2.91542 2.09282
C -1.25581 3.47127 1.25318
C 0.35996 1.69661 1.94985
N -0.22946 0.64690 1.40012
C -1.65821 0.65462 1.22840
C -2.49197 0.59050 2.34255
C -3.86424 0.72196 2.22304
C -4.39620 0.95321 0.95784
C -3.58666 0.99422 -0.16140
C -2.19087 0.79852 -0.07600
N -1.33067 0.79001 -1.12482
C -1.60101 1.25187 -2.34429
N -2.33375 0.55605 -3.24318
C -3.30819 -0.43192 -2.80577
C -2.22261 0.69331 -4.69187
N -1.02501 2.41295 -2.74441
C 0.18867 2.89652 -2.10128
C -1.63175 3.36413 -3.67113
N 1.70336 1.55708 2.34438
C 2.04168 1.44459 3.75405
C 2.66118 2.32900 1.56441
H -0.50475 4.52464 3.35860
H 1.12218 4.48223 2.68049
H 0.64956 3.36775 3.98408
H -1.05167 4.53675 1.14607
H -2.24422 3.34440 1.69588
H -1.23000 3.02217 0.26971
H -2.03791 0.50812 3.32730
H -4.50213 0.68260 3.09434
H -5.46147 1.10699 0.84328
H -4.03193 1.20522 -1.12620
H -3.21212 -1.32819 -3.41806
H -4.32581 -0.05531 -2.92784
H -3.14470 -0.68318 -1.76349
H -1.27272 1.14550 -4.95739
H -3.03621 1.27654 -5.12462
H -2.26372 -0.30448 -5.12806
H 0.62541 2.09992 -1.50479
H -0.01668 3.76093 -1.46620
H 0.89254 3.20621 -2.87617
H -2.67445 3.11932 -3.84594
H -1.10276 3.42010 -4.62361
H -1.59605 4.34996 -3.20600
H 2.83485 0.70977 3.89670
H 1.17574 1.14288 4.34083
H 2.40672 2.39067 4.16717
H 2.39815 2.28056 0.50753
H 3.64537 1.87225 1.68074
H 2.74381 3.37742 1.87031
```

Atom charges from the Löwdin analysis, given in e for atoms 1 to 5: atom 1 (Ti): 1.105, atom 2 (C): 0.001, atom 3 (C): -0.286, atom 4 (N): -0.068, atom 5 (C): -0.178

---

Density functional theory data (ωB97M-V/def2-TZVPD) for 3 unconnected molecules or ions with the total composition C31H51NO6.

Results
LUMO level = -1.04 eV
HOMO level = -0.2716 hartree
SMILES = O=C1OC(=O)C(CCCCCCCCCCCCn2cccc2)=C1CCCO.C1CCOC1.C1CCOC1
charge = 0
orbital gap = 6.35 eV

XYZ file:
```
89
C31H51NO6 (ωB97M-V/def2-TZVPD)
O 0.74277 -1.89834 3.09131
C 0.84567 -2.23253 1.78662
O -0.37801 -2.66142 1.03307
C 0.09929 -3.16024 -0.26764
O -0.52795 -3.81380 -1.25537
C 1.70537 -2.86330 -0.41792
C 2.58467 -3.20061 -1.76062
C 2.60100 -2.00315 -2.88074
C 1.14647 -1.29590 -3.16086
C 0.85739 0.04605 -2.24903
C 1.42622 1.38126 -3.06759
C 1.24550 2.78607 -2.24034
C 0.00944 3.74081 -2.80425
C -1.45878 3.35807 -2.10599
C -1.50443 3.67915 -0.49023
C -1.35080 2.32898 0.43304
C -2.69401 1.97718 1.32005
C -3.86855 1.55383 0.25682
N -3.63696 0.22899 -0.44245
C -3.53744 0.00249 -1.95294
C -3.31039 -1.63185 -2.17414
C -3.32829 -2.24001 -0.65086
C -3.52367 -1.01249 0.45415
C 2.22594 -2.27481 0.84589
C 3.72345 -1.80631 1.32077
C 4.56344 -0.93354 0.21506
C 3.91925 0.54964 -0.11791
O 3.06256 1.07576 0.95596
H 3.68229 -3.47527 -1.42351
H 2.14509 -4.19161 -2.26027
H 3.38618 -1.19790 -2.55670
H 2.93796 -2.49001 -3.91037
H 0.23417 -2.02242 -3.04267
H 1.16575 -0.92866 -4.29265
H -0.30573 0.21253 -2.13806
H 1.28473 -0.02890 -1.14720
H 2.57426 1.24636 -3.31018
H 0.87470 1.50824 -4.09220
H 2.22800 3.41060 -2.39750
H 1.14253 2.62199 -1.06694
H 0.28145 4.85144 -2.46867
H -0.07879 3.73098 -3.97151
H -2.25308 4.04165 -2.62685
H -1.73002 2.21644 -2.32578
H -2.54808 4.18062 -0.22562
H -0.66216 4.45330 -0.16395
H -1.19078 1.41952 -0.30027
H -0.40464 2.46010 1.11833
H -2.45699 1.06786 2.02945
H -3.04369 2.93681 1.90065
H -3.97989 2.36726 -0.57887
H -4.88548 1.44400 0.86887
H -3.59281 0.83059 -2.81044
H -3.16553 -2.15849 -3.22193
H -3.18915 -3.40340 -0.43434
H -3.55878 -1.09738 1.62565
H 3.58001 -1.16693 2.30777
H 4.33647 -2.78993 1.54377
H 5.63298 -0.71353 0.69707
H 4.79482 -1.53786 -0.77999
H 4.84636 1.28808 -0.25762
H 3.40194 0.49271 -1.17446
H 2.09924 0.87831 0.73076
C 7.44236 -3.64491 4.83869
C 6.89310 -4.95943 4.34769
C 5.90273 -4.51505 3.29350
O 6.40506 -3.29079 2.74034
C 7.47801 -2.82263 3.56910
H 8.42021 -3.72924 5.31951
H 6.74472 -3.19570 5.55551
H 7.69471 -5.54604 3.88357
H 6.43623 -5.56631 5.13349
H 4.92173 -4.30547 3.73291
H 5.77768 -5.25473 2.49745
H 8.41446 -2.97788 3.02230
H 7.35776 -1.75241 3.75847
C -9.12955 3.24424 0.54750
C -8.16905 3.90446 -0.40764
C -6.83440 3.64886 0.25797
O -6.95484 2.40936 0.96950
C -8.33984 2.03850 1.00772
H -10.08763 2.97843 0.09374
H -9.32463 3.90972 1.39687
H -8.20514 3.39765 -1.37919
H -8.36910 4.96683 -0.56848
H -6.59753 4.43102 0.98701
H -6.01314 3.58211 -0.46142
H -8.47748 1.19107 0.32731
H -8.60892 1.72135 2.01901
```

Atom charges from the Löwdin analysis, given in e for atoms 1 to 5: atom 1 (O): -0.005, atom 2 (C): -0.163, atom 3 (O): 0.017, atom 4 (C): -0.195, atom 5 (O): -0.007

---

Record-wise maximum force values, in eV/Å: 0.5; 9.4